Here is C46H44GeI2N4O5PPb as an isolated structure from OMol25. Energies are from wB97M-V/def2-TZVPD.

Positions of all 104 atoms, in Å:
1 Pb -0.28 0.18 -0.53
2 I 1.34 8.37 -1.41
3 C 0.59 6.41 -1.06
4 C -0.72 6.12 -0.86
5 C -1.03 4.80 -0.76
6 I -3.04 4.40 -0.40
7 C -0.18 3.67 -1.03
8 O -0.70 2.54 -1.46
9 C 1.20 4.06 -0.92
10 C 2.33 2.93 -1.00
11 N 2.10 1.91 -0.02
12 C 2.38 2.24 1.33
13 C 2.30 1.07 2.30
14 C 3.15 1.13 3.43
15 C 3.23 -0.04 4.20
16 C 2.37 -1.08 3.91
17 C 1.38 -0.90 2.96
18 N 1.43 0.06 2.06
19 C 1.58 5.39 -0.88
20 H -1.56 6.83 -0.71
21 H 3.29 3.37 -0.76
22 H 2.22 2.51 -1.98
23 H 2.64 1.14 -0.31
24 H 1.60 2.87 1.79
25 H 3.32 2.76 1.47
26 H 3.77 2.02 3.49
27 H 3.93 -0.16 5.07
28 H 2.45 -2.04 4.37
29 H 0.54 -1.62 2.98
30 H 2.62 5.67 -0.98
31 O -2.23 -2.53 2.14
32 C -2.35 -1.79 1.14
33 O -1.51 -1.79 0.10
34 C -3.57 -0.90 0.95
35 P -3.06 0.83 0.96
36 C -4.70 1.55 0.59
37 C -5.50 2.12 1.60
38 C -6.66 2.82 1.23
39 C -7.13 2.87 -0.08
40 C -6.38 2.25 -1.10
41 C -5.12 1.63 -0.83
42 C -2.83 1.04 2.71
43 C -2.31 2.32 2.98
44 C -1.92 2.65 4.24
45 C -2.10 1.68 5.25
46 C -2.65 0.44 4.98
47 C -3.09 0.10 3.68
48 H -4.27 -1.26 1.74
49 H -4.09 -1.00 -0.03
50 H -5.18 2.09 2.63
51 H -7.23 3.28 2.05
52 H -8.07 3.41 -0.33
53 H -6.78 2.38 -2.07
54 H -4.34 1.32 -1.60
55 H -2.09 2.93 2.09
56 H -1.42 3.60 4.51
57 H -1.77 1.90 6.24
58 H -2.71 -0.28 5.78
59 H -3.51 -0.86 3.41
60 C -4.50 -0.36 -3.61
61 O -3.21 0.09 -4.24
62 C -2.18 0.17 -3.36
63 O -2.32 0.09 -2.13
64 N -1.02 0.37 -3.98
65 N 0.18 0.53 -3.19
66 H -4.34 -1.32 -3.13
67 H -5.18 -0.54 -4.44
68 H -4.99 0.41 -3.03
69 H -1.00 0.51 -4.99
70 H 0.10 1.54 -2.82
71 H 1.00 0.45 -3.83
72 C 0.06 -3.61 -2.35
73 Ge 1.41 -2.85 -1.01
74 C 1.37 -4.30 0.27
75 C 0.24 -4.44 1.12
76 C 0.17 -5.53 2.04
77 C 1.24 -6.42 2.17
78 C 2.27 -6.37 1.30
79 C 2.36 -5.27 0.36
80 C 3.15 -3.09 -2.13
81 C 3.34 -3.83 -3.27
82 C 4.37 -3.52 -4.24
83 C 5.32 -2.59 -3.99
84 C 5.25 -1.82 -2.84
85 C 6.15 -0.79 -2.56
86 C 6.08 -0.09 -1.35
87 C 5.14 -0.43 -0.39
88 C 4.30 -1.51 -0.58
89 C 4.19 -2.09 -1.84
90 H 0.51 -4.30 -3.08
91 H -0.38 -2.71 -2.83
92 H -0.82 -4.11 -1.86
93 H -0.55 -3.72 1.01
94 H -0.76 -5.63 2.62
95 H 1.21 -7.02 3.09
96 H 3.15 -7.03 1.23
97 H 3.19 -5.32 -0.35
98 H 2.82 -4.75 -3.44
99 H 4.28 -4.03 -5.18
100 H 6.05 -2.29 -4.75
101 H 6.97 -0.62 -3.27
102 H 6.86 0.60 -1.24
103 H 5.19 0.03 0.62
104 H 3.66 -1.89 0.21

Output
- HOMO level (alpha / beta) (eV) = -7.21 / -7.23
- 2S+1 = 2

Here are the Mulliken charges for atoms 1 to 99, given in e: Pb 2.603; I -0.004; C -0.564; C -0.356; C -0.126; I 0.159; C 0.169; O -0.512; C 0.658; C -1.501; N 0.963; C -0.954; C 0.203; C -1.013; C -0.499; C -0.860; C -0.306; N 0.898; C -0.830; H 0.380; H 0.436; H 0.478; H -0.436; H 0.421; H 0.399; H 0.471; H 0.350; H 0.535; H 0.248; H 0.363; O -0.665; C 0.328; O -0.332; C -1.328; P 0.676; C -0.477; C -0.609; C -0.555; C -0.707; C -0.430; C 0.074; C 1.017; C -0.364; C -0.635; C -0.532; C -0.915; C -0.424; H 0.661; H 0.671; H 0.435; H 0.346; H 0.357; H 0.436; H 0.114; H -0.056; H 0.386; H 0.402; H 0.413; H 0.449; C -0.411; O -0.547; C 0.314; O -0.178; N -0.232; N -0.388; H 0.239; H 0.308; H 0.128; H 0.242; H 0.193; H 0.287; C -0.914; Ge 0.693; C 0.082; C -0.081; C -0.558; C -0.457; C -0.579; C -0.256; C 0.475; C -0.793; C -0.749; C -0.837; C 0.796; C -0.746; C -0.869; C -0.411; C -0.726; C 0.114; H 0.468; H 0.089; H 0.292; H 0.113; H 0.398; H 0.318; H 0.353; H 0.226; H 0.475; H 0.413

=====

Here is C43H55BN10SSiY as an isolated structure from OMol25. Energies are from wB97M-V/def2-TZVPD.

Positions of all 112 atoms, in Å:
1 Y 0.99 -0.55 -1.68
2 C 0.56 -2.61 -5.05
3 C -0.04 -1.26 -4.88
4 C -0.53 -0.43 -5.88
5 C -0.99 0.70 -5.24
6 N -0.82 0.54 -3.92
7 N -0.20 -0.66 -3.68
8 B -1.31 1.51 -2.79
9 N -1.86 0.69 -1.57
10 C -3.05 0.88 -0.98
11 C -3.11 0.09 0.15
12 C -1.88 -0.56 0.21
13 C -1.36 -1.49 1.25
14 N -1.13 -0.19 -0.84
15 N -0.11 2.37 -2.31
16 C 0.09 3.69 -2.40
17 C 1.18 4.03 -1.64
18 C 1.63 2.84 -1.07
19 C 2.70 2.68 -0.05
20 N 0.87 1.82 -1.50
21 N -2.45 2.34 -3.33
22 C -3.53 1.87 -4.02
23 C -4.53 2.80 -3.93
24 C -3.98 3.84 -3.13
25 C -4.63 5.12 -2.72
26 N -2.75 3.54 -2.75
27 H 1.63 -2.56 -5.25
28 H 0.11 -3.09 -5.92
29 H 0.39 -3.25 -4.19
30 H -0.56 -0.64 -6.94
31 H -1.46 1.58 -5.63
32 H -3.77 1.56 -1.40
33 H -3.93 0.01 0.84
34 H -1.17 -0.95 2.18
35 H -0.43 -1.96 0.92
36 H -2.08 -2.27 1.46
37 H -0.59 4.30 -2.96
38 H 1.58 5.02 -1.47
39 H 3.62 3.17 -0.37
40 H 2.92 1.64 0.17
41 H 2.38 3.16 0.88
42 H -3.53 0.91 -4.51
43 H -5.50 2.76 -4.38
44 H -5.58 4.94 -2.22
45 H -4.82 5.75 -3.59
46 H -3.97 5.67 -2.04
47 C 4.03 0.94 3.18
48 C 5.16 0.85 2.38
49 C 5.15 0.08 1.23
50 C 4.00 -0.62 0.86
51 C 2.87 -0.54 1.68
52 C 2.88 0.23 2.84
53 Si 3.86 -1.55 -0.74
54 C 3.77 -0.43 -2.24
55 C 4.27 0.88 -2.18
56 C 4.15 1.74 -3.26
57 C 3.53 1.33 -4.43
58 C 3.03 0.03 -4.52
59 C 3.15 -0.84 -3.44
60 C 4.90 -3.06 -0.92
61 C 5.62 -3.51 0.19
62 C 6.42 -4.65 0.10
63 C 6.47 -5.36 -1.09
64 C 5.75 -4.93 -2.20
65 C 4.97 -3.79 -2.11
66 H 4.04 1.54 4.08
67 H 6.06 1.39 2.66
68 H 6.05 0.02 0.63
69 H 1.98 -1.12 1.44
70 H 2.00 0.28 3.47
71 H 4.76 1.23 -1.28
72 H 4.55 2.75 -3.19
73 H 3.43 2.00 -5.27
74 H 2.55 -0.30 -5.43
75 H 2.78 -1.86 -3.53
76 H 5.58 -2.96 1.13
77 H 6.99 -4.97 0.96
78 H 7.09 -6.25 -1.16
79 H 5.81 -5.48 -3.12
80 H 4.43 -3.46 -2.99
81 C 1.34 -3.39 3.21
82 C 0.66 -4.66 3.72
83 C -0.54 -5.13 2.90
84 C -0.25 -5.71 1.52
85 N 0.02 -4.69 0.48
86 C 1.11 -4.38 -0.21
87 S 0.87 -3.33 -1.60
88 N 2.33 -4.83 0.00
89 C 2.86 -5.82 0.94
90 C 2.82 -7.24 0.38
91 C 3.38 -8.27 1.36
92 C 2.50 -8.47 2.59
93 H 2.14 -3.08 3.89
94 H 0.62 -2.56 3.16
95 H 1.78 -3.51 2.22
96 H 0.32 -4.48 4.74
97 H 1.39 -5.47 3.80
98 H -1.27 -4.32 2.81
99 H -1.04 -5.92 3.46
100 H -1.13 -6.24 1.17
101 H 0.55 -6.43 1.55
102 H -0.80 -4.23 0.13
103 H 3.00 -4.50 -0.68
104 H 2.35 -5.73 1.89
105 H 3.90 -5.53 1.12
106 H 3.40 -7.25 -0.55
107 H 1.80 -7.50 0.10
108 H 4.39 -7.97 1.66
109 H 3.49 -9.22 0.83
110 H 2.43 -7.57 3.20
111 H 2.91 -9.25 3.23
112 H 1.49 -8.77 2.30

Output
- HOMO level (alpha / beta) (eV) = -12.20 / -13.26
- total charge = +2
- 2S+1 = 2

Here are the Mulliken charges for atoms 1 to 99, given in e: Y 0.997; C -1.251; C 0.675; C -1.670; C -0.195; N 1.670; N -0.629; B -0.074; N 1.221; C 0.160; C -1.968; C 0.149; C -0.269; N -0.673; N 0.767; C 0.198; C -2.103; C 0.727; C -1.282; N -0.198; N 0.710; C -0.298; C -1.226; C 0.636; C -1.259; N -1.135; H 0.146; H 0.497; H 0.183; H 0.542; H 0.764; H 0.418; H 0.531; H 0.314; H -0.616; H 0.474; H 0.668; H 0.507; H 0.398; H 0.035; H 0.490; H 0.578; H 0.444; H 0.308; H 0.304; H 0.352; C -0.691; C -0.836; C -0.146; C 0.753; C 0.470; C -1.110; Si 0.238; C 0.347; C -0.428; C -0.769; C -0.894; C -0.528; C 0.140; C 0.140; C -0.385; C -0.625; C -0.530; C -0.852; C -0.026; H 0.449; H 0.473; H 0.575; H -0.113; H 0.536; H 0.445; H 0.491; H 0.468; H 0.504; H 0.124; H 0.387; H 0.483; H 0.454; H 0.471; H 0.345; C -0.219; C -0.623; C -0.562; C -0.254; N 0.071; C 0.392; S -0.484; N 0.542; C 0.055; C -0.233; C -0.734; C -0.939; H 0.484; H 0.225; H -0.272; H 0.465; H 0.042; H 0.136; H 0.470

=====

Here is a 10-piece molecular cluster, C36H51N8O2S overall from OMol25. Energies are from wB97M-V/def2-TZVPD.

Positions of all 98 atoms, in Å:
1 C 0.03 0.48 -1.45
2 C 0.21 0.49 0.08
3 O 0.74 -0.67 0.63
4 H -0.89 -0.01 -1.75
5 H 0.95 0.12 -1.91
6 H -0.14 1.48 -1.86
7 H -0.74 0.76 0.57
8 H 0.91 1.32 0.30
9 C -0.84 6.81 0.24
10 S 0.49 5.57 0.12
11 O 1.46 5.97 1.19
12 C -0.46 4.15 0.79
13 H -0.43 7.78 0.01
14 H -1.27 6.77 1.24
15 H -1.62 6.48 -0.46
16 H -0.98 3.64 -0.03
17 H -1.21 4.47 1.50
18 H 0.28 3.45 1.16
19 N -5.59 2.50 1.45
20 C -6.11 2.37 0.20
21 C -5.10 2.11 -0.68
22 C -3.93 1.93 0.12
23 C -4.23 2.28 1.40
24 H -6.15 2.56 2.28
25 H -7.17 2.52 0.03
26 H -5.16 2.08 -1.75
27 H -2.90 1.78 -0.17
28 H -3.59 2.52 2.23
29 N 2.62 3.14 -5.44
30 C 1.63 3.99 -5.00
31 C 0.73 3.23 -4.30
32 C 1.12 1.86 -4.41
33 C 2.28 1.86 -5.15
34 H 3.39 3.41 -6.04
35 H 1.73 5.04 -5.22
36 H -0.17 3.58 -3.82
37 H 0.55 1.04 -4.02
38 H 2.91 1.05 -5.48
39 N 3.52 0.47 -0.61
40 C 4.42 0.77 0.38
41 C 5.68 0.79 -0.20
42 C 5.50 0.47 -1.55
43 C 4.17 0.28 -1.80
44 H 2.56 0.25 -0.37
45 H 4.06 0.90 1.38
46 H 6.60 1.06 0.28
47 H 6.25 0.49 -2.33
48 H 3.65 0.04 -2.71
49 N 1.96 -2.72 2.38
50 C 3.31 -2.85 2.13
51 C 3.84 -3.70 3.06
52 C 2.78 -4.14 3.88
53 C 1.66 -3.45 3.50
54 H 1.37 -2.05 1.90
55 H 3.72 -2.31 1.28
56 H 4.87 -4.02 3.08
57 H 2.92 -4.84 4.68
58 H 0.65 -3.48 3.89
59 N -2.47 -3.10 -2.43
60 C -3.10 -3.27 -3.63
61 C -4.05 -2.28 -3.77
62 C -4.00 -1.49 -2.61
63 C -2.99 -2.00 -1.81
64 H -1.67 -3.59 -2.08
65 H -2.75 -3.97 -4.36
66 H -4.67 -2.20 -4.65
67 H -4.54 -0.59 -2.39
68 H -2.66 -1.71 -0.83
69 N 1.14 -2.91 -1.05
70 C 0.80 -2.86 -2.36
71 C 1.19 -4.06 -2.97
72 C 1.73 -4.85 -1.94
73 C 1.74 -4.11 -0.77
74 H 1.06 -2.15 -0.35
75 H 0.42 -1.96 -2.80
76 H 1.11 -4.29 -4.02
77 H 2.12 -5.85 -2.05
78 H 2.08 -4.36 0.22
79 N 0.65 0.33 3.28
80 C 1.58 0.17 4.25
81 C 1.15 0.90 5.36
82 C -0.08 1.48 5.04
83 C -0.36 1.14 3.74
84 H 0.66 -0.06 2.32
85 H 2.45 -0.42 4.03
86 H 1.69 0.87 6.30
87 H -0.64 2.02 5.79
88 H -1.21 1.37 3.11
89 N -1.43 -2.17 2.13
90 C -1.89 -3.30 1.48
91 C -2.92 -3.81 2.22
92 C -3.16 -2.90 3.30
93 C -2.27 -1.87 3.16
94 H -0.59 -1.69 1.83
95 H -1.41 -3.66 0.59
96 H -3.52 -4.68 2.00
97 H -3.94 -2.94 4.05
98 H -2.08 -1.04 3.82

Output
- HOMO level (eV) = -5.55
- total charge = -1

So, what does the Mulliken scheme give us? The charges, in e, come out as: C -0.417; C -0.850; O 0.163; H 0.163; H -0.025; H 0.282; H -0.312; H 0.415; C -0.979; S 0.536; O -0.673; C -0.641; H 0.355; H 0.300; H 0.334; H 0.243; H 0.405; H 0.104; N -0.037; C -0.408; C -1.243; C 0.421; C -0.780; H 0.206; H 0.401; H 0.441; H 0.515; H 0.458; N 0.060; C -0.649; C -0.583; C 0.138; C -0.918; H 0.194; H 0.392; H 0.441; H 0.582; H 0.397; N 0.239; C -0.484; C -0.718; C -0.590; C -0.489; H 0.172; H 0.496; H 0.413; H 0.376; H 0.388; N 1.283; C -0.823; C -0.642; C -0.749; C -0.620; H -0.411; H 0.478; H 0.455; H 0.414; H 0.361; N 0.156; C -0.463; C -0.730; C -0.240; C -0.831; H 0.228; H 0.403; H 0.400; H 0.436; H 0.617; N 1.018; C -0.782; C -0.792; C -0.563; C -0.462; H 0.056; H 0.638; H 0.456; H 0.430; H 0.224; N 0.720; C -0.415; C -0.719; C -0.742; C -1.104; H -0.222; H 0.424; H 0.383; H 0.418; H 1.030; N 1.004; C -0.675; C -0.830; C -0.622; C -0.692; H 0.072; H 0.520; H 0.413; H 0.439; H 0.419

=====

Question: Which formula does entry 2 have?
Answer: C43H55BN10SSiY